Formula: C58H147N5O18
Source: OMol25
Level of theory: ωB97M-V with the def2-TZVPD basis set

E: -3925.67200 Eh
HOMO energy: -8.4744 eV
Energy above the lowest of the compared OMol25 structures with the same formula, charge and spin: 0.000 eV
Kohn-Sham gap: 8.950 eV

Positions of all 228 atoms, in Å:
C 2.092 -2.149 -5.093
C 3.601 -1.916 -4.847
C 3.956 -0.915 -5.932
C 5.293 -0.263 -5.863
C 5.564 0.214 -4.438
C 5.348 -0.841 -3.383
N 3.936 -1.366 -3.550
O 3.741 -2.356 -2.551
C 6.387 -1.885 -3.442
C 5.414 -0.219 -1.989
C 4.394 -3.214 -5.255
H 1.613 -2.967 -4.564
H 1.944 -2.192 -6.174
H 1.543 -1.282 -4.782
H 3.732 -1.390 -6.858
H 3.312 -0.064 -5.764
H 5.366 0.588 -6.537
H 6.110 -0.855 -6.270
H 4.899 1.001 -4.293
H 6.609 0.531 -4.399
H 6.887 -2.019 -4.403
H 7.185 -1.594 -2.757
H 6.001 -2.841 -3.037
H 4.670 0.569 -1.671
H 5.430 -1.033 -1.287
H 6.417 0.221 -1.849
H 3.898 -3.781 -6.031
H 4.634 -3.801 -4.399
H 5.274 -2.893 -5.805
H 3.242 -2.005 -1.791
C -0.869 9.037 -0.371
C 0.351 9.050 -1.306
C 1.598 9.052 -0.356
C 2.923 8.748 -1.092
C 2.896 7.381 -1.813
C 1.618 7.229 -2.719
N 0.454 7.737 -2.025
O -0.679 7.505 -2.900
C 1.881 7.862 -4.159
C 1.486 5.690 -2.961
C 0.230 10.188 -2.298
H -1.830 9.017 -0.813
H -0.859 9.905 0.306
H -0.730 8.170 0.269
H 1.573 10.010 0.120
H 1.335 8.257 0.408
H 3.804 8.723 -0.347
H 3.201 9.466 -1.869
H 2.849 6.572 -1.067
H 3.785 7.238 -2.435
H 0.992 7.772 -4.753
H 2.007 8.960 -4.067
H 2.702 7.312 -4.654
H 1.366 5.271 -2.000
H 0.644 5.467 -3.536
H 2.345 5.275 -3.414
H -0.497 9.944 -3.071
H 1.258 10.384 -2.612
H -0.049 11.042 -1.701
H -1.130 6.733 -2.548
C -0.874 -3.270 3.304
C -1.308 -2.206 4.361
C -2.291 -2.854 5.323
C -1.635 -3.927 6.232
C -0.411 -3.408 6.959
C 0.550 -2.608 6.037
N -0.225 -1.674 5.204
O 0.724 -1.161 4.215
C 1.475 -1.806 6.885
C 1.411 -3.650 5.260
C -1.935 -0.994 3.638
H -0.994 -4.262 3.556
H 0.139 -3.162 2.988
H -1.345 -2.968 2.365
H -2.615 -2.029 5.940
H -3.182 -3.240 4.871
H -1.417 -4.863 5.721
H -2.403 -4.174 6.930
H 0.142 -4.242 7.369
H -0.698 -2.811 7.825
H 2.322 -1.344 6.314
H 0.892 -1.040 7.268
H 1.783 -2.491 7.734
H 0.927 -4.570 5.056
H 1.689 -3.201 4.339
H 2.367 -3.886 5.811
H -2.813 -1.338 3.061
H -1.165 -0.536 3.006
H -2.337 -0.284 4.404
H 0.888 -0.238 4.428
C 2.787 -7.185 1.997
C 2.005 -6.282 0.967
C 2.840 -5.183 0.378
C 3.775 -5.521 -0.735
C 2.972 -6.284 -1.824
C 2.421 -7.564 -1.321
N 1.503 -7.063 -0.187
O 0.737 -8.205 0.305
C 1.454 -8.135 -2.360
C 3.427 -8.701 -0.926
C 0.774 -5.664 1.724
H 2.805 -8.264 1.749
H 2.377 -7.221 2.997
H 3.875 -6.993 1.963
H 2.109 -4.518 -0.088
H 3.309 -4.596 1.183
H 4.653 -6.103 -0.383
H 4.138 -4.660 -1.218
H 3.642 -6.399 -2.690
H 2.159 -5.647 -2.166
H 2.006 -8.566 -3.224
H 0.917 -8.954 -1.916
H 0.725 -7.397 -2.717
H 4.163 -8.490 -0.146
H 2.878 -9.526 -0.483
H 3.885 -9.077 -1.842
H 1.111 -5.035 2.567
H 0.110 -6.427 2.093
H 0.219 -5.086 1.045
H 1.354 -8.987 0.368
C -7.743 3.568 4.238
C -6.826 2.483 3.631
C -7.795 1.374 3.156
C -7.144 0.390 2.130
C -6.410 1.208 1.074
C -5.332 2.146 1.594
N -6.076 3.090 2.523
O -5.259 4.071 3.110
C -4.084 1.357 2.148
C -4.766 3.048 0.512
C -5.968 1.810 4.666
H -7.231 4.465 4.698
H -8.429 3.087 4.918
H -8.306 3.963 3.395
H -8.121 0.843 4.078
H -8.702 1.770 2.673
H -7.913 -0.238 1.689
H -6.418 -0.274 2.606
H -7.188 1.851 0.683
H -6.024 0.570 0.235
H -3.286 1.990 2.589
H -4.323 0.638 2.943
H -3.577 0.840 1.292
H -4.453 2.514 -0.372
H -5.532 3.783 0.233
H -3.914 3.593 0.929
H -6.038 0.730 4.717
H -6.171 2.244 5.647
H -4.931 2.109 4.532
H -4.479 3.572 3.461
C -0.296 1.551 -5.214
O 0.405 2.418 -4.210
H -1.235 2.051 -5.536
H 0.376 1.530 -6.138
H -0.480 0.551 -4.759
H 1.287 2.044 -3.987
C -0.911 1.853 4.931
O -0.344 0.936 5.885
H -0.629 2.866 5.142
H -0.370 1.705 4.032
H -2.021 1.881 4.909
H -0.598 -0.042 5.748
C -1.948 -5.175 -1.081
O -0.749 -5.554 -1.769
H -2.604 -4.936 -1.903
H -2.400 -6.148 -0.686
H -1.961 -4.372 -0.374
H -0.156 -6.105 -1.154
C -3.376 0.731 -2.841
O -4.319 0.824 -1.828
H -3.287 -0.187 -3.380
H -3.674 1.558 -3.507
H -2.358 1.049 -2.606
H -4.341 0.075 -1.218
C -0.298 -1.841 -2.165
O -0.501 -2.075 -0.835
H -1.136 -1.217 -2.444
H 0.648 -1.299 -2.486
H -0.400 -2.791 -2.713
H -0.570 -1.146 -0.469
C 1.258 4.684 0.735
O 2.238 3.860 0.035
H 1.801 5.571 1.097
H 0.473 4.980 0.044
H 0.834 4.054 1.522
H 2.635 4.424 -0.649
C 3.164 -1.498 1.052
O 2.567 -2.047 -0.139
H 2.738 -1.833 2.028
H 4.162 -1.923 1.109
H 3.160 -0.389 0.940
H 1.618 -2.054 -0.032
C 1.761 0.976 -1.700
O 2.588 0.941 -2.849
H 1.633 2.030 -1.368
H 0.796 0.619 -1.986
H 2.228 0.399 -0.862
H 3.012 0.040 -3.053
C -4.974 -2.373 0.919
O -4.116 -1.603 0.127
H -5.956 -2.115 0.707
H -4.989 -3.464 0.654
H -4.794 -2.282 1.959
H -3.187 -1.951 0.242
C 3.569 1.315 2.862
O 3.673 1.533 1.418
H 4.219 2.047 3.366
H 2.545 1.423 3.197
H 3.965 0.340 2.984
H 3.214 2.370 1.225
C -5.607 -2.338 -3.142
O -4.307 -2.687 -2.705
H -6.045 -3.035 -3.790
H -6.220 -2.129 -2.245
H -5.528 -1.426 -3.743
H -4.354 -2.653 -1.733
C -1.674 4.376 -2.203
O -0.996 3.178 -1.854
H -1.156 5.206 -1.679
H -1.693 4.482 -3.264
H -2.655 4.279 -1.828
H -0.356 2.961 -2.550
C -0.246 1.667 1.218
O -1.103 1.183 0.253
H 0.721 1.977 0.827
H -0.702 2.562 1.666
H -0.022 0.873 1.927
H -1.148 1.803 -0.530

=====

Formula: C58H148AsF12N10O13S2
Source: OMol25
Level of theory: ωB97M-V with the def2-TZVPD basis set

E: -8051.98739 Eh
HOMO energy: -18.1625 eV
Charge: +7
Kohn-Sham gap: 7.751 eV

Positions of all 244 atoms, in Å:
C -0.103 -0.447 -0.719
F -0.434 -1.748 -0.749
F 0.916 -0.153 -1.528
F -1.211 0.310 -0.982
S 0.581 -0.020 1.025
O 1.113 -1.249 1.574
O 1.672 0.984 0.806
N -0.833 0.468 1.940
S -0.824 2.002 1.938
O 0.165 2.583 2.865
O -0.902 2.549 0.622
C -2.553 2.400 2.682
F -3.515 1.926 1.875
F -2.681 1.870 3.942
F -2.612 3.762 2.895
C -2.089 -2.444 -6.225
C -2.513 -2.592 -7.723
N -1.620 -3.565 -8.526
C -1.666 -4.898 -7.659
C -2.258 -3.924 -9.882
C -2.895 -2.721 -10.648
C -0.133 -3.072 -8.783
C 0.840 -4.110 -9.342
O 0.972 -5.193 -8.501
C 1.794 -6.254 -9.022
H -1.020 -2.247 -6.146
H -2.312 -3.275 -5.555
H -2.554 -1.571 -5.767
H -2.340 -1.629 -8.203
H -3.549 -2.882 -7.896
H -1.049 -4.688 -6.785
H -1.246 -5.691 -8.278
H -2.685 -5.272 -7.560
H -2.980 -4.713 -9.674
H -1.524 -4.361 -10.559
H -2.939 -2.984 -11.705
H -2.270 -1.837 -10.776
H -3.958 -2.596 -10.445
H 0.215 -2.596 -7.867
H -0.282 -2.292 -9.530
H 1.806 -3.648 -9.548
H 0.378 -4.434 -10.275
H 1.805 -7.190 -8.465
H 2.807 -5.973 -9.310
H 1.297 -6.493 -9.962
C 3.897 3.170 7.296
C 3.719 2.057 8.363
N 4.116 0.581 7.965
C 3.230 0.308 6.716
C 5.631 0.365 7.630
C 5.991 -1.119 7.387
C 3.587 -0.367 9.080
C 4.235 -0.213 10.405
O 5.615 -0.451 10.397
C 6.245 0.146 11.563
H 4.662 3.007 6.536
H 4.161 4.147 7.701
H 2.946 3.387 6.809
H 2.721 1.999 8.799
H 4.458 2.166 9.157
H 2.185 0.464 6.982
H 3.373 -0.736 6.438
H 3.426 1.103 5.997
H 6.229 0.871 8.388
H 5.671 0.940 6.705
H 5.459 -1.620 6.578
H 5.929 -1.752 8.273
H 7.061 -1.005 7.212
H 3.880 -1.372 8.778
H 2.505 -0.231 9.089
H 3.886 -1.009 11.063
H 3.982 0.714 10.921
H 5.946 1.185 11.701
H 7.333 0.101 11.514
H 5.950 -0.372 12.476
C 4.482 0.364 -6.256
C 4.034 1.854 -6.605
N 5.121 2.943 -6.265
C 4.633 4.336 -6.692
C 5.181 2.943 -4.737
C 3.899 3.206 -3.906
C 6.528 2.779 -6.912
C 6.593 2.211 -8.334
O 6.102 3.138 -9.192
C 5.970 2.727 -10.561
H 5.435 0.039 -6.673
H 3.877 -0.459 -6.637
H 4.429 0.143 -5.190
H 3.085 2.106 -6.132
H 4.060 1.972 -7.688
H 3.749 4.671 -6.149
H 4.493 4.346 -7.773
H 5.477 4.994 -6.485
H 5.920 3.725 -4.560
H 5.680 2.035 -4.398
H 3.467 4.174 -4.161
H 3.865 3.383 -2.831
H 3.059 2.530 -4.065
H 6.936 2.010 -6.256
H 7.158 3.652 -6.739
H 6.023 1.285 -8.404
H 7.636 2.018 -8.585
H 5.947 3.469 -11.359
H 5.159 2.002 -10.643
H 6.858 2.173 -10.865
C 1.831 -8.666 -1.121
C 2.758 -7.424 -1.285
N 3.478 -7.307 -2.629
C 2.462 -7.158 -3.757
C 4.440 -6.098 -2.617
C 3.771 -4.709 -2.350
C 4.201 -8.665 -2.765
C 5.372 -8.748 -3.771
O 4.997 -8.166 -5.032
C 6.158 -7.761 -5.773
H 0.997 -8.712 -1.822
H 1.420 -8.606 -0.113
H 2.381 -9.607 -1.098
H 3.480 -7.234 -0.491
H 2.087 -6.574 -1.158
H 1.710 -6.382 -3.616
H 1.847 -8.055 -3.831
H 2.940 -6.936 -4.712
H 5.040 -6.113 -3.527
H 5.149 -6.346 -1.827
H 2.868 -4.553 -2.940
H 4.416 -3.850 -2.531
H 3.369 -4.595 -1.344
H 3.507 -9.504 -2.815
H 4.778 -8.678 -1.840
H 5.550 -9.775 -4.089
H 6.328 -8.439 -3.349
H 6.823 -8.551 -6.122
H 6.794 -7.037 -5.265
H 5.844 -7.230 -6.671
C -6.814 1.404 -2.211
C -6.163 2.174 -3.416
N -6.892 3.476 -3.756
C -6.206 3.988 -4.983
C -8.438 3.196 -4.075
C -9.136 4.428 -4.676
C -6.739 4.498 -2.565
C -5.357 4.723 -1.960
O -4.589 5.351 -2.999
C -3.215 5.121 -2.783
H -7.701 0.906 -2.604
H -7.153 1.889 -1.295
H -6.104 0.625 -1.934
H -6.290 1.545 -4.298
H -5.106 2.430 -3.345
H -6.413 3.432 -5.898
H -5.137 3.969 -4.770
H -6.615 4.994 -5.076
H -8.898 2.847 -3.150
H -8.434 2.356 -4.770
H -8.571 4.735 -5.556
H -9.155 5.303 -4.028
H -10.116 4.087 -5.014
H -7.467 4.087 -1.866
H -7.197 5.410 -2.947
H -4.909 3.803 -1.584
H -5.293 5.291 -1.032
H -2.679 5.607 -3.599
H -2.973 4.064 -2.889
H -2.873 5.505 -1.822
C -6.050 9.626 2.224
C -5.607 9.883 3.640
C -4.931 8.779 4.484
O -5.007 9.105 5.852
C -4.575 8.043 6.681
N -4.652 11.034 3.633
H -5.001 11.760 4.243
H -3.750 10.745 3.984
H -4.531 11.483 2.736
H -7.024 9.151 2.100
H -5.254 9.018 1.793
H -6.139 10.574 1.694
H -6.505 10.178 4.184
H -3.938 8.416 4.220
H -5.469 7.847 4.309
H -5.452 7.462 6.965
H -4.098 8.448 7.574
H -3.836 7.395 6.210
C -3.472 -3.490 2.396
C -3.489 -3.577 3.892
C -3.685 -5.039 4.531
O -3.744 -4.932 5.927
C -3.909 -6.202 6.481
N -2.161 -3.031 4.423
H -2.206 -3.126 5.427
H -1.440 -3.549 3.942
H -1.986 -2.065 4.186
H -2.806 -4.268 2.021
H -3.360 -2.504 1.946
H -4.459 -3.787 2.043
H -4.237 -2.856 4.224
H -2.917 -5.696 4.124
H -4.559 -5.557 4.136
H -4.853 -6.614 6.126
H -4.049 -6.217 7.562
H -3.080 -6.886 6.296
C 9.479 -4.049 3.512
C 9.368 -3.742 2.051
C 7.984 -3.202 1.731
O 7.892 -1.910 2.322
C 6.699 -1.301 2.039
N 10.400 -2.702 1.611
H 10.168 -1.775 1.939
H 11.380 -2.883 1.773
H 10.289 -2.659 0.608
H 8.952 -3.471 4.271
H 10.533 -4.187 3.753
H 8.985 -5.014 3.626
H 9.525 -4.616 1.418
H 7.078 -3.767 1.953
H 7.936 -3.183 0.642
H 6.577 -1.068 0.982
H 6.795 -0.314 2.492
H 5.785 -1.638 2.528
C -7.563 2.966 6.433
C -8.986 3.401 6.753
C -9.079 4.831 7.380
O -8.870 5.799 6.439
C -9.250 7.106 6.839
N -9.833 3.367 5.503
H -9.892 2.511 4.971
H -10.756 3.746 5.661
H -9.300 3.928 4.853
H -6.858 3.141 7.247
H -7.242 3.632 5.632
H -7.446 1.915 6.171
H -9.499 2.778 7.485
H -8.361 5.098 8.156
H -10.057 4.773 7.858
H -10.222 7.123 7.332
H -9.441 7.606 5.889
H -8.422 7.595 7.353
As -2.350 -0.340 9.621
F -3.424 -1.638 10.374
F -1.118 -0.543 10.984
F -1.312 0.905 8.934
F -3.462 -0.173 8.235
F -3.254 0.938 10.489
F -1.460 -1.625 8.675